No. 1
This record from OMol25 describes a molecular structure, C37H51N4OP2Pd in a non-equilibrium geometry. The level of theory is the ωB97M-V functional and the def2-TZVPD basis.

Last column: Mulliken charge in e.
Atoms and positions in Å:
C1 1.93 -1.89 -1.94  -0.2153
C2 1.90 0.31 -2.74  -0.2184
C3 2.81 -2.31 -2.95  -0.8738
C4 2.64 -0.11 -3.90  -0.9802
C5 3.10 -1.41 -3.98  -0.8467
H1 3.21 -3.32 -2.91  0.6020
H2 2.78 0.63 -4.70  0.5773
H3 3.73 -1.73 -4.82  0.5056
N1 1.51 -0.63 -1.84  2.0082
P1 -0.17 -2.44 -0.08  0.8657
P2 1.00 2.23 -0.89  1.1683
C6 1.45 -2.90 -0.87  -1.5839
H4 1.36 -3.92 -1.30  0.7302
H5 2.20 -2.98 -0.05  0.7866
C7 1.66 1.70 -2.48  -1.4344
H6 1.47 2.31 -3.37  0.7276
C8 -0.51 3.49 -0.72  2.3483
C9 2.72 3.00 -0.59  1.4311
C10 -1.43 -3.25 -1.27  1.9500
C11 -0.15 -3.39 1.57  2.1792
C12 -1.72 2.87 -0.01  -1.3983
H7 -1.46 2.53 1.00  0.1545
H8 -2.50 3.64 0.06  0.6124
H9 -2.14 2.03 -0.57  0.2810
C13 -0.12 4.71 0.10  -1.7058
H10 0.08 4.43 1.15  0.1928
H11 0.74 5.26 -0.31  0.3292
H12 -0.98 5.39 0.12  0.5523
C14 -0.91 3.83 -2.15  -1.8278
H13 -1.73 4.56 -2.10  0.5377
H14 -0.09 4.28 -2.73  0.3276
H15 -1.26 2.94 -2.69  0.2908
C15 2.88 3.58 0.82  -1.5510
H16 2.84 2.81 1.59  0.2416
H17 3.87 4.06 0.86  0.5644
H18 2.14 4.35 1.07  0.3186
C16 3.79 1.87 -0.76  -1.3277
H19 3.45 0.93 -0.31  0.0746
H20 4.02 1.70 -1.82  0.3299
H21 4.71 2.18 -0.24  0.6185
C17 2.89 4.10 -1.67  -1.1938
H22 2.36 3.86 -2.61  0.2021
H23 2.54 5.08 -1.33  0.3923
H24 3.95 4.19 -1.93  0.4452
C18 -1.58 -3.48 2.12  -1.6468
H25 -1.53 -3.95 3.11  0.5375
H26 -2.03 -2.49 2.24  0.1511
H27 -2.25 -4.10 1.51  0.2475
C19 0.69 -2.59 2.58  -1.6297
H28 1.70 -2.38 2.22  0.3178
H29 0.20 -1.65 2.87  0.0217
H30 0.79 -3.20 3.49  0.6800
C20 0.50 -4.79 1.46  -1.6163
H31 0.38 -5.29 2.43  0.5352
H32 0.03 -5.44 0.71  0.3014
H33 1.58 -4.72 1.25  0.3486
C21 -1.01 -3.05 -2.72  -1.8209
H34 -1.74 -3.57 -3.35  0.6546
H35 -1.02 -1.98 -2.98  0.1977
H36 -0.02 -3.48 -2.91  0.3141
C22 -2.78 -2.58 -1.03  -1.6052
H37 -2.73 -1.51 -1.25  0.0069
H38 -3.51 -3.07 -1.69  0.5696
H39 -3.11 -2.76 0.00  0.3228
C23 -1.58 -4.76 -1.05  -1.7429
H40 -0.62 -5.27 -1.12  0.3873
H41 -2.09 -4.98 -0.11  0.3568
H42 -2.22 -5.13 -1.86  0.5409
Pd1 -0.04 -0.01 -0.31  -0.9788
C24 1.17 0.26 1.13  0.3121
O1 1.94 0.37 1.99  -0.2736
N2 -1.45 0.37 -1.87  0.2472
C25 -2.27 0.37 -2.72  0.5675
C26 -2.62 0.71 -4.07  -0.3419
C27 -3.96 0.62 -4.49  -0.3951
C28 -1.62 1.17 -4.97  0.1931
C29 -4.26 0.79 -5.84  -0.7314
H43 -4.74 0.47 -3.73  0.4947
C30 -1.95 1.35 -6.32  -0.8116
H44 -0.62 1.39 -4.59  0.3802
C31 -3.25 1.12 -6.76  -0.3792
H45 -5.30 0.66 -6.17  0.4234
H46 -1.16 1.66 -7.02  0.4294
H47 -3.47 1.21 -7.83  0.4195
N3 -0.67 -0.16 7.74  -0.3618
C32 -0.69 0.14 6.61  -0.3221
C33 -0.74 0.55 5.24  0.7738
C34 -1.59 -0.10 4.33  -0.7042
C35 -1.69 0.40 3.03  -0.4257
N4 -0.94 1.43 2.62  -0.1796
C36 -0.18 2.10 3.48  -0.1948
C37 0.01 1.64 4.80  -0.7097
H48 -2.17 -0.97 4.63  0.5523
H49 -2.41 -0.03 2.31  0.5649
H50 0.32 3.03 3.14  0.2958
H51 0.73 2.14 5.44  0.5379

Its multiplicity is 5. The net charge is +3. The highest occupied orbital energy (alpha / beta) is -16.05 / -17.07 eV. Its orbital gap (alpha / beta) is 0.285 / 0.159 Eh. For the electronic energy, the calculation gives -69231.44853 eV. The energy above the lowest of the compared OMol25 structures with the same formula, charge and spin is 29.4 kJ/mol.

---

No. 2
This record from OMol25 describes a molecular structure, C37H52Cl3CuN4O3SSbSi3. The level of theory is the ωB97M-V functional and the def2-TZVPD basis.

Last column: Mulliken charge in e.
Atoms and positions in Å:
Cu1 0.60 0.48 -0.62  -0.0579
C1 -3.55 0.00 0.04  -1.4564
C2 -2.05 0.13 0.30  1.6116
O1 -1.36 0.26 -0.77  -0.6744
C3 -1.61 0.03 1.63  -1.3908
C4 -0.23 -0.07 2.13  1.1175
C5 -0.02 -0.71 3.48  -1.3751
N1 0.74 0.29 1.38  0.8862
N2 2.06 0.04 1.79  -0.7527
C6 2.85 -0.07 0.73  0.5487
O2 2.52 -0.09 -0.51  -0.7702
C7 4.33 -0.25 1.03  0.1498
C8 5.21 -0.47 -0.03  -0.1568
C9 6.57 -0.66 0.20  -0.8551
C10 7.07 -0.63 1.50  -0.3305
C11 6.20 -0.39 2.56  -0.6651
C12 4.84 -0.20 2.33  0.0217
H1 -3.76 -1.00 -0.37  0.0282
H2 -3.85 0.73 -0.71  0.2764
H3 -4.15 0.13 0.95  0.4010
H4 -2.39 -0.16 2.37  0.1806
H5 -0.84 -0.47 4.16  0.4792
H6 0.93 -0.40 3.90  0.3855
H7 0.01 -1.81 3.37  -0.0230
H8 4.80 -0.50 -1.03  0.2961
H9 7.24 -0.85 -0.63  0.3829
H10 8.13 -0.78 1.68  0.3765
H11 6.58 -0.36 3.58  0.3742
H12 4.15 -0.03 3.14  0.4157
Cl1 -2.60 4.76 -6.30  -0.2366
C13 -2.55 5.01 -4.58  0.4031
C14 -2.71 3.94 -3.72  -1.0855
C15 -2.68 4.17 -2.35  -0.1281
C16 -2.49 5.44 -1.82  -0.1021
C17 -2.44 5.55 -0.31  0.4294
C18 -1.04 5.73 0.25  -1.1270
N3 -0.14 4.72 -0.29  0.4527
C19 0.75 4.93 -1.34  -0.1226
C20 1.25 3.70 -1.64  -0.9928
N4 0.67 2.73 -0.85  0.1492
C21 -0.15 3.36 -0.05  -0.5258
O3 -3.26 6.60 0.19  -0.2373
C22 -4.40 6.17 0.94  -1.0042
C23 -4.00 5.60 2.27  0.2579
C24 -3.39 6.32 3.24  0.6451
Cl2 -3.02 8.00 3.19  -0.2055
S1 -2.98 5.39 4.60  -0.2031
C25 -3.65 3.98 3.90  -0.3614
C26 -4.15 4.23 2.67  -0.6183
C27 -2.31 6.49 -2.72  0.9065
Cl3 -1.99 8.12 -2.20  -0.2176
C28 -2.35 6.28 -4.09  -0.8616
H13 -2.84 2.94 -4.12  0.4744
H14 -2.77 3.33 -1.67  0.4535
H15 -2.77 4.58 0.07  0.1199
H16 -1.11 5.66 1.33  0.2891
H17 -0.63 6.70 -0.01  0.2102
H18 0.94 5.92 -1.73  0.4252
H19 1.99 3.44 -2.39  0.4627
H20 -0.77 2.89 0.73  0.4236
H21 -4.99 5.44 0.38  0.3283
H22 -5.01 7.06 1.08  0.4624
H23 -3.59 3.04 4.43  0.4340
H24 -4.60 3.47 2.04  0.3775
H25 -2.22 7.11 -4.77  0.4462
C29 1.53 -5.54 -2.82  -0.8562
Si1 1.55 -3.71 -2.47  0.3809
C30 3.28 -3.08 -2.73  -0.9060
C31 0.45 -2.90 -3.73  -0.9391
Sb1 0.79 -2.91 -0.18  -0.7481
Si2 2.03 -4.69 1.18  0.4219
C32 1.47 -4.53 2.96  -1.0966
C33 3.84 -4.24 1.14  -0.7877
C34 1.92 -6.51 0.77  -1.0532
Si3 -1.49 -4.06 -0.21  0.4732
C35 -2.53 -3.17 -1.49  -0.8730
C36 -1.64 -5.89 -0.55  -1.0573
C37 -2.27 -3.73 1.45  -0.7053
H26 1.87 -5.72 -3.85  0.3661
H27 0.52 -5.95 -2.72  0.1485
H28 2.19 -6.10 -2.14  0.1925
H29 3.61 -3.24 -3.77  0.4660
H30 4.00 -3.58 -2.06  0.2948
H31 3.31 -2.00 -2.50  0.0437
H32 0.85 -3.04 -4.74  0.4053
H33 0.36 -1.82 -3.53  0.1792
H34 -0.57 -3.32 -3.69  0.2256
H35 1.66 -3.51 3.33  0.2199
H36 2.04 -5.24 3.58  0.4440
H37 0.40 -4.74 3.07  0.2994
H38 4.00 -3.25 1.59  0.1013
H39 4.23 -4.21 0.12  0.1864
H40 4.43 -4.98 1.72  0.3972
H41 0.88 -6.86 0.69  0.2025
H42 2.42 -7.07 1.57  0.4009
H43 2.42 -6.74 -0.18  0.3166
H44 -2.45 -3.64 -2.48  0.4267
H45 -2.21 -2.11 -1.59  0.0765
H46 -3.59 -3.18 -1.19  0.4185
H47 -1.43 -6.11 -1.61  0.2668
H48 -2.66 -6.22 -0.32  0.3689
H49 -0.94 -6.48 0.06  0.1290
H50 -2.28 -2.64 1.64  -0.0368
H51 -1.72 -4.21 2.27  0.2558
H52 -3.31 -4.10 1.46  0.4058

Its multiplicity is 1. The net charge is -1. The highest occupied orbital energy is -3.23 eV. Its orbital gap is 0.191 Eh. For the electronic energy, the calculation gives -174533.44929 eV. The energy above the lowest of the compared OMol25 structures with the same formula, charge and spin is 47.2 kJ/mol.

---

Question: The lowest energy above the lowest of the compared OMol25 structures with the same formula, charge and spin belongs to which entry?
Answer: C37H51N4OP2Pd

---

Question: Which of these has the highest energy above the lowest of the compared OMol25 structures with the same formula, charge and spin?
Answer: C37H52Cl3CuN4O3SSbSi3